# C24H26CoN3O8S2

A molecular structure, C24H26CoN3O8S2 (wB97M-V/def2-TZVPD, OMol25).

Values from the calculation:
highest occupied orbital energy (alpha / beta) = -2.3 / -2.2 eV
total charge = -2
2S+1 = 5
HOMO-LUMO gap (alpha / beta) = 6.5 / 6.4 eV
LUMO energy (alpha / beta) = 4.26 / 4.12 eV

Positions of all 64 atoms, in Å:
Co (-0.16385, 0.08792, 0.39584)
O (-0.92944, -3.91213, -2.93441)
S (-2.24061, -0.78643, -1.23612)
O (-3.54022, -0.29821, -1.65583)
O (-2.04101, -0.92183, 0.22133)
O (-1.06099, -0.12643, -1.80432)
C (3.43372, -6.87801, 0.82460)
C (3.05210, -5.49631, 1.29250)
C (1.72171, -5.15302, 1.51019)
C (1.36571, -3.86050, 1.87727)
C (2.34604, -2.89426, 2.04249)
C (3.67974, -3.22519, 1.83702)
C (4.02473, -4.51495, 1.46569)
S (1.91752, -1.23280, 2.56069)
O (2.01338, -1.26510, 4.00893)
O (2.88825, -0.42208, 1.85796)
N (0.47055, -1.01383, 2.03069)
C (-0.64071, -0.91557, 3.00206)
C (-1.23621, 0.50206, 3.03782)
O (-1.88726, 0.83588, 4.03554)
O (-1.02840, 1.19841, 1.98821)
H (2.63173, -7.59330, 1.01323)
H (4.33438, -7.23614, 1.32849)
H (3.63728, -6.88520, -0.25053)
H (0.94853, -5.90274, 1.37011)
H (0.32700, -3.58106, 2.01037)
H (4.43363, -2.45469, 1.94451)
H (5.06705, -4.76039, 1.28373)
H (-0.36193, -1.21835, 4.00769)
H (-1.45093, -1.56506, 2.65254)
C (5.61611, 0.58023, -1.68041)
C (4.76930, -0.04557, -0.57160)
C (4.14003, -1.37082, -0.95448)
C (4.99551, -2.45531, -1.13095)
C (4.51695, -3.73463, -1.37015)
C (3.14643, -3.93048, -1.40540)
C (2.25621, -2.87438, -1.23744)
C (0.78189, -3.17828, -1.32033)
C (0.35136, -3.29681, -2.77670)
C (2.74729, -1.57444, -1.05289)
N (1.84472, -0.50061, -0.88479)
C (2.08608, 0.56785, -1.56726)
C (1.40311, 1.80016, -1.35969)
C (1.54009, 3.02241, -2.02516)
C (0.62349, 3.88956, -1.41401)
C (-0.01450, 3.13812, -0.41039)
N (0.46230, 1.89209, -0.37299)
H (6.06311, 1.51749, -1.34018)
H (5.01719, 0.80009, -2.56689)
H (6.42535, -0.08619, -1.99134)
H (4.01099, 0.65253, -0.22755)
H (5.40487, -0.23107, 0.29910)
H (6.06496, -2.28927, -1.03910)
H (5.19850, -4.56752, -1.49698)
H (2.74118, -4.92729, -1.55560)
H (0.19617, -2.41571, -0.80854)
H (0.58495, -4.13313, -0.82558)
H (0.36980, -2.30844, -3.24608)
H (-1.59647, -3.28836, -2.61828)
H (1.05203, -3.93913, -3.31222)
H (2.86261, 0.55896, -2.33898)
H (2.22336, 3.23615, -2.83601)
H (0.43930, 4.92734, -1.65175)
H (-0.77649, 3.44399, 0.29225)

---

# C39H34ClGaN3SSi2

A molecular structure, C39H34ClGaN3SSi2 (wB97M-V/def2-TZVPD, OMol25).

Values from the calculation:
highest occupied orbital energy = -10.3 eV
total charge = +1
HOMO-LUMO gap = 6.5 eV
LUMO energy = -3.79 eV

Positions of all 81 atoms, in Å:
C (-1.57993, -2.77916, 4.24643)
C (-0.63123, -1.80987, 3.76324)
C (-1.40040, -0.66125, 3.30122)
H (0.43193, -1.80113, 4.00797)
C (-2.77402, -0.97686, 3.46215)
C (-2.87245, -2.27749, 4.01808)
H (-3.80234, -2.77788, 4.27843)
H (-1.32436, -3.70424, 4.76260)
H (-0.97610, 0.31203, 3.06105)
H (-3.59853, -0.28268, 3.30743)
Ga (-0.59910, -2.10839, 1.52603)
Si (0.34307, 1.96247, -3.50663)
C (2.03099, 2.54049, -4.01313)
C (2.58444, 2.57796, -5.30482)
H (2.02470, 2.17538, -6.15510)
C (3.84892, 3.15724, -5.49317)
H (4.28537, 3.20675, -6.49286)
C (4.56594, 3.67698, -4.40559)
H (5.56287, 4.10039, -4.54376)
C (3.99847, 3.66383, -3.12645)
H (4.52664, 4.08287, -2.26688)
C (2.73359, 3.10797, -2.93797)
H (2.28169, 3.12671, -1.94178)
C (-0.82514, 3.17435, -4.27372)
C (-0.45515, 4.53359, -4.25987)
H (0.58459, 4.80934, -4.06231)
C (-1.42037, 5.52511, -4.44818)
H (-1.13342, 6.57087, -4.35564)
C (-2.73823, 5.16492, -4.73723)
H (-3.50252, 5.93759, -4.83741)
C (-3.07545, 3.81380, -4.89100)
H (-4.09302, 3.53760, -5.17332)
C (-2.12173, 2.81113, -4.66500)
H (-2.37414, 1.75275, -4.76815)
H (0.25342, 2.23930, -2.07443)
Si (0.06045, -0.24927, 0.02953)
C (-1.28292, 1.04422, 0.14182)
C (-1.02549, 2.31932, 0.68693)
H (0.00735, 2.64480, 0.83068)
C (-2.08869, 3.15254, 1.05461)
H (-1.87705, 4.13057, 1.49341)
C (-3.41071, 2.73658, 0.86126)
H (-4.24245, 3.38961, 1.14938)
C (-3.66669, 1.50296, 0.24996)
H (-4.69812, 1.16660, 0.09879)
C (-2.60588, 0.69259, -0.17326)
H (-2.80428, -0.23271, -0.72396)
C (1.68841, 0.50048, 0.51813)
C (1.93679, 0.71658, 1.88596)
H (1.22375, 0.36040, 2.63515)
C (3.08348, 1.40347, 2.29755)
H (3.24721, 1.58422, 3.36112)
C (4.00532, 1.86068, 1.35283)
H (4.88931, 2.42005, 1.66878)
C (3.79405, 1.59763, -0.00731)
H (4.52072, 1.93625, -0.74905)
C (2.65272, 0.90096, -0.42392)
H (2.49275, 0.69530, -1.48822)
H (0.09897, 0.49353, -3.71532)
Cl (0.21726, -1.21651, -1.77749)
N (-0.33361, -6.09311, 1.89343)
C (0.80843, -5.92012, 2.68279)
C (1.37250, -6.77348, 3.61472)
C (2.33660, -6.22385, 4.47924)
C (2.59177, -4.83391, 4.51614)
C (1.96672, -3.97735, 3.58443)
C (1.07338, -4.54819, 2.67180)
N (0.11088, -3.92754, 1.85914)
C (-0.75433, -4.88761, 1.43155)
C (-2.05099, -4.49779, 0.97887)
C (-3.21232, -5.20995, 0.81636)
S (-4.56403, -4.11260, 0.61548)
C (-3.51846, -2.77527, 0.74410)
N (-2.23362, -3.10897, 0.89928)
H (-0.81276, -6.97117, 1.73034)
H (1.05231, -7.81457, 3.61555)
H (2.86721, -6.88039, 5.16719)
H (3.28049, -4.43703, 5.28894)
H (2.16530, -2.89846, 3.56725)
H (-3.26984, -6.29221, 0.86899)
H (-3.85087, -1.74975, 0.71682)

---

# C19H18F2N2O5S

C19H18F2N2O5S in the gas phase (wB97M-V/def2-TZVPD, OMol25).

Values from the calculation:
highest occupied orbital energy = -9.0 eV
total charge = 0
SMILES = O=C(Nc1cccc(F)c1)c1cc(S(=O)(=O)N2CCC(C(=O)O)CC2)ccc1F
HOMO-LUMO gap = 8.2 eV
LUMO energy = -0.80 eV

Positions of all 47 atoms, in Å:
O (-2.31450, -1.17060, -0.05786)
C (-2.56297, -0.02237, -0.07223)
N (-3.84475, 0.49897, 0.01691)
C (-5.11366, -0.39492, 0.04320)
C (-5.14299, -1.93119, -0.13989)
C (-6.42090, -2.53312, 0.09663)
C (-7.66583, -1.90764, 0.30157)
C (-7.57768, -0.37786, 0.06806)
F (-8.78071, 0.47399, 0.29656)
C (-6.43324, 0.34714, 0.06505)
C (-1.75937, 1.05364, 0.05777)
C (-0.46981, 0.75264, 0.32491)
C (0.56719, 1.73037, 0.52476)
S (2.18809, 1.33055, 1.14799)
O (1.96641, 1.03885, 2.66866)
O (3.14772, 2.37131, 0.42438)
N (2.48294, -0.23877, 0.33313)
C (2.86066, -0.34957, -1.02934)
C (4.40376, 0.16368, -1.16016)
C (5.06922, -1.02814, -0.41934)
C (6.52895, -0.99409, -0.57539)
O (7.32680, -0.71708, 0.49474)
O (6.98047, -1.21266, -1.73155)
C (4.61845, -0.95040, 1.11855)
C (3.08378, -1.28702, 0.94616)
C (0.50662, 3.06618, -0.15292)
C (-0.87798, 3.25553, -0.50580)
C (-1.82696, 2.21309, -0.51451)
F (-2.97560, 2.64483, -1.02866)
H (-4.18551, 1.38621, -0.03012)
H (-4.21289, -2.19522, -0.02089)
H (-6.33184, -3.70569, -0.11280)
H (-8.62041, -2.21131, 0.05951)
H (-6.37428, 1.35421, 0.19353)
H (-0.36610, -0.14264, 0.94791)
H (2.43068, -1.11479, -1.51954)
H (2.29496, 0.55320, -1.44542)
H (4.56036, 0.92145, -0.56653)
H (4.70653, -0.03931, -2.10369)
H (4.67101, -2.01512, -0.62056)
H (7.93102, -1.02277, -1.73779)
H (4.92793, -1.84418, 1.72355)
H (4.94338, -0.29299, 1.72241)
H (2.74678, -2.24198, 0.97655)
H (2.66823, -1.15452, 2.15516)
H (1.12247, 3.71445, -0.15774)
H (-0.87640, 4.22566, -1.00489)

---

# H9N3

3 unconnected molecules or ions with the total composition H9N3 (wB97M-V/def2-TZVPD, OMol25).

Values from the calculation:
highest occupied orbital energy = -8.9 eV
total charge = 0
SMILES = N.N.N
HOMO-LUMO gap = 9.8 eV
LUMO energy = 0.89 eV

Positions of all 12 atoms, in Å:
N (1.38726, 0.99188, 1.65398)
H (1.54611, 0.39394, 0.93472)
H (2.17097, 1.62642, 1.70979)
H (0.55705, 1.63399, 1.47960)
N (-1.49543, -0.58283, 0.37550)
H (-1.68722, -1.50544, 0.62667)
H (-0.91755, -0.12684, 0.99139)
H (-2.33661, -0.12760, 0.12492)
N (0.37418, -0.59097, -2.05231)
H (0.80402, -0.78970, -1.22265)
H (-0.30932, -1.15725, -2.58590)
H (-0.09347, 0.23439, -2.03572)

---

# C4H7NO

A molecular structure, C4H7NO (wB97M-V/def2-TZVPD, OMol25).

Values from the calculation:
highest occupied orbital energy = -8.2 eV
total charge = 0
HOMO-LUMO gap = 9.0 eV
LUMO energy = 0.85 eV

Positions of all 13 atoms, in Å:
C (-0.28791, 1.64780, -1.21070)
C (-0.02122, 0.39692, -0.44653)
N (-0.90830, -0.57301, -0.13840)
C (-0.01554, -1.62586, 0.46743)
C (0.68660, -0.62805, 1.32841)
O (0.99795, 0.39285, 0.39242)
H (-0.81880, 2.36361, -0.56369)
H (-0.90900, 1.44715, -2.08654)
H (0.65391, 2.11199, -1.51945)
H (-0.61504, -2.35820, 1.01404)
H (0.59302, -2.12493, -0.30924)
H (1.55817, -0.84018, 1.95335)
H (-0.91385, -0.21008, 1.11890)

---

# C3H2LiO3Sn

A molecular structure, C3H2LiO3Sn (wB97M-V/def2-TZVPD, OMol25).

Values from the calculation:
highest occupied orbital energy (alpha / beta) = -7.0 / -7.9 eV
total charge = 0
2S+1 = 2
HOMO-LUMO gap (alpha / beta) = 5.8 / 6.8 eV
LUMO energy (alpha / beta) = -1.20 / -1.09 eV

Positions of all 10 atoms, in Å:
O (-1.14319, -0.19995, -1.97971)
O (-0.22442, -0.45059, 0.49139)
C (0.17345, -0.69048, 1.74613)
C (0.27148, 0.72156, -0.21710)
O (0.95045, 0.10883, 2.29689)
C (-0.24522, 0.71109, -1.46921)
Sn (-0.67529, -2.44380, 2.46092)
H (-0.51140, -0.86943, -2.35037)
H (-0.05843, 1.53183, -2.16885)
Li (1.46256, 1.58096, 1.18991)

---

# C19H14CrIN2O8S

A molecular structure, C19H14CrIN2O8S (wB97M-V/def2-TZVPD, OMol25).

Values from the calculation:
highest occupied orbital energy (alpha / beta) = -9.1 / -9.1 eV
total charge = 0
2S+1 = 4
HOMO-LUMO gap (alpha / beta) = 8.0 / 8.3 eV
LUMO energy (alpha / beta) = -1.12 / -0.82 eV

Positions of all 46 atoms, in Å:
Cr (-1.23709, -0.59128, -0.41008)
O (-2.15794, -4.31737, -5.04336)
C (-2.06751, -3.45929, -4.01170)
C (-2.31100, -2.08884, -4.16057)
C (-2.16236, -1.29582, -3.04296)
N (-1.78552, -1.83438, -1.89673)
C (-1.61952, -3.13463, -1.70910)
C (-1.74133, -4.00901, -2.76346)
C (-1.33474, -3.40549, -0.24040)
O (-1.11014, -4.51033, 0.18112)
O (-1.40210, -2.29579, 0.45925)
C (-2.40685, 0.20159, -2.87649)
O (-2.80953, 0.87414, -3.78919)
O (-2.16995, 0.58529, -1.64477)
H (-2.40071, -3.85123, -5.85218)
H (-2.62454, -1.65132, -5.09962)
H (-1.61197, -5.07347, -2.63412)
I (1.12346, -1.53765, 2.25909)
C (1.57814, -1.70107, 0.23941)
C (2.79715, -2.28508, -0.08730)
C (3.15833, -2.39661, -1.41286)
C (2.29961, -1.90725, -2.38758)
C (1.11150, -1.34846, -1.98456)
N (0.73769, -1.25560, -0.69564)
H (3.44238, -2.63939, 0.70158)
H (4.10209, -2.85149, -1.68214)
H (2.54387, -1.95152, -3.43839)
H (0.43155, -0.93337, -2.71452)
C (0.61095, 4.80274, 5.68379)
C (0.58681, 4.07946, 4.36642)
C (1.53229, 3.10502, 4.06763)
C (1.51452, 2.44113, 2.84954)
C (0.54041, 2.75976, 1.92014)
C (-0.41172, 3.73188, 2.19187)
C (-0.38099, 4.38627, 3.41041)
S (0.44784, 1.87415, 0.39621)
O (1.71332, 1.21153, 0.18825)
O (-0.01830, 2.76462, -0.62524)
O (-0.63631, 0.84177, 0.73543)
H (1.17597, 4.24676, 6.43085)
H (-0.39789, 4.95961, 6.06535)
H (1.07704, 5.78443, 5.57686)
H (2.29401, 2.86110, 4.79836)
H (2.25371, 1.68908, 2.61024)
H (-1.15696, 3.97429, 1.44620)
H (-1.11769, 5.15112, 3.62497)

---

Number 1: energy -3875.6049 Eh. Number 2: energy -5032.8352 Eh. Number 3: energy -1817.9811 Eh. Number 4: energy -169.6195 Eh. Number 5: energy -286.4686 Eh. Number 6: energy -562.9563 Eh. Number 7: energy -3184.3523 Eh.